Here is a single HN3O3S molecule at a distorted geometry from the Open Molecules 2025 dataset. Energies are from ωB97M-V/def2-TZVPD.

Each line ends with the Mulliken charge.
CARTESIAN COORDINATES (ANGSTROEM)
H -0.98 -2.00 -1.61  0.28
N -0.03 -1.58 -1.73  -0.77
N 0.21 -0.66 -0.96  1.26
O 1.18 0.05 -0.97  -0.60
O -0.69 -0.53 0.20  -0.65
S -0.74 0.57 1.90  0.36
N 0.14 1.72 1.84  0.54
O 0.91 2.43 1.33  -0.42

As for the total energy: -21456.110 eV. As for the lowest unoccupied orbital energy: -1.3 eV. For the HOMO-LUMO gap, the calculation gives 0.312 Eh. The calculation puts the largest force on an atom at 0.05560 Eh/bohr. The relative energy (zero: lowest compared OMol25 entry of this formula, charge and spin) comes out at 36.7 kcal per mole. The SMILES is [H]/N=[N+](/[O-])OSN=O. The HOMO energy comes out at -9.80 eV.



Here is a single HN3O5S molecule at a distorted geometry from the Open Molecules 2025 dataset. Energies are from ωB97M-V/def2-TZVPD.

Each line ends with the Mulliken charge.
CARTESIAN COORDINATES (ANGSTROEM)
N 2.02 -0.04 0.36  -0.40
N -1.18 1.07 -1.49  1.17
N -0.21 -1.19 1.60  0.89
O -0.60 0.68 -2.40  -0.57
O -1.19 -1.77 1.25  -0.44
O -0.72 0.53 -0.25  -0.43
O 0.28 -0.74 2.55  -0.46
O -2.00 1.89 -1.33  -0.52
S 0.77 -0.68 -0.14  0.45
H 2.84 0.26 -0.15  0.30

As for the total energy: -25549.517 eV. As for the lowest unoccupied orbital energy: -0.8 eV. For the HOMO-LUMO gap, the calculation gives 0.348 Eh. The calculation puts the largest force on an atom at 0.08292 Eh/bohr. The relative energy (zero: lowest compared OMol25 entry of this formula, charge and spin) comes out at 48.6 kcal per mole. The HOMO energy comes out at -10.30 eV.



Here is 2 unconnected molecules or ions with the total composition HN3OS at a distorted geometry from the Open Molecules 2025 dataset. Energies are from ωB97M-V/def2-TZVPD.

Each line ends with the Mulliken charge.
CARTESIAN COORDINATES (ANGSTROEM)
N 0.74 -0.91 -0.01  0.78
N 0.18 -1.87 0.17  -0.39
N 1.46 -0.03 -0.35  -0.68
O -1.23 1.22 0.43  -0.30
S -2.45 0.69 -0.21  0.29
H 1.29 0.91 -0.04  0.30

As for the total energy: -17365.331 eV. As for the lowest unoccupied orbital energy (alpha / beta): -1.9 / -1.9 eV. For the HOMO-LUMO gap (alpha / beta), the calculation gives 0.286 / 0.285 Eh. The calculation puts the largest force on an atom at 0.06528 Eh/bohr. The relative energy (zero: lowest compared OMol25 entry of this formula, charge and spin) comes out at 4.2 kcal per mole. The HOMO energy (alpha / beta) comes out at -9.67 / -9.63 eV.



Here is a single HNO2S molecule at a distorted geometry from the Open Molecules 2025 dataset. Energies are from ωB97M-V/def2-TZVPD.

Each line ends with the Mulliken charge.
CARTESIAN COORDINATES (ANGSTROEM)
O -1.58 -1.40 0.13  -0.33
N -0.83 -0.45 0.11  0.12
S 0.62 -0.23 -0.90  0.22
O 1.03 1.16 -0.12  -0.41
H 0.76 0.92 0.78  0.40

As for the total energy: -16433.176 eV. As for the lowest unoccupied orbital energy: -0.7 eV. For the HOMO-LUMO gap, the calculation gives 0.324 Eh. The calculation puts the largest force on an atom at 0.05783 Eh/bohr. The relative energy (zero: lowest compared OMol25 entry of this formula, charge and spin) comes out at 32.9 kcal per mole. The SMILES is O=NSO. The HOMO energy comes out at -9.54 eV.



Here is a single HNO2S2 molecule at a distorted geometry from the Open Molecules 2025 dataset. Energies are from ωB97M-V/def2-TZVPD.

Each line ends with the Mulliken charge.
CARTESIAN COORDINATES (ANGSTROEM)
O 2.16 0.13 0.51  -0.51
N 1.09 0.31 0.09  0.88
O 0.65 1.27 -0.42  -0.46
S -0.11 -1.30 0.22  0.00
S -1.82 -0.58 -0.76  -0.12
H -1.97 0.17 0.37  0.22

As for the total energy: -27268.185 eV. As for the lowest unoccupied orbital energy: -0.5 eV. For the HOMO-LUMO gap, the calculation gives 0.347 Eh. The calculation puts the largest force on an atom at 0.06830 Eh/bohr. The relative energy (zero: lowest compared OMol25 entry of this formula, charge and spin) comes out at 26.1 kcal per mole. The SMILES is O=[N+]([O-])SS. The HOMO energy comes out at -9.97 eV.



Here is a single HNO2S2 molecule at a distorted geometry from the Open Molecules 2025 dataset. Energies are from ωB97M-V/def2-TZVPD.

Each line ends with the Mulliken charge.
CARTESIAN COORDINATES (ANGSTROEM)
O -1.62 -1.09 1.26  -0.53
N -0.86 -0.56 0.48  0.92
O -0.80 -0.69 -0.69  -0.50
S 0.47 0.70 0.95  0.01
S 0.91 1.30 -0.86  -0.12
H 1.90 0.35 -1.14  0.21

As for the total energy: -27268.266 eV. As for the lowest unoccupied orbital energy: 0.1 eV. For the HOMO-LUMO gap, the calculation gives 0.381 Eh. The calculation puts the largest force on an atom at 0.04637 Eh/bohr. The relative energy (zero: lowest compared OMol25 entry of this formula, charge and spin) comes out at 24.2 kcal per mole. The SMILES is O=[N+]([O-])SS. The HOMO energy comes out at -10.28 eV.